(1)
{"formula": "H2N4O3", "method": "ωB97M-V with the def2-TZVPD basis set", "e_tot_ev": -12127.5635, "homo_lumo_gap_ev": 10.84, "smiles": "N/N=N\\O[N+](=O)[O-]", "lumo_ev": 0.475, "spin_multiplicity": 1, "e_homo_ev": -10.4, "e_above_lowest_kcal_mol": 56.8, "mol_weight_da": 106.04, "elements": ["H", "O", "N", "N", "O", "O", "N", "N", "H"], "coordinates": [[1.278, -0.929, -0.464], [-2.271, 0.197, -0.181], [0.481, -0.472, -0.240], [-1.648, -1.192, 0.120], [-4.038, -0.980, 0.277], [-4.221, 1.088, -0.184], [-3.672, 0.084, -0.022], [-0.491, -1.216, 0.110], [0.532, 0.562, -0.584]], "lowdin_charge": [0.0565, -0.0446, 0.0770, 0.0956, 0.1145, 0.1454, -0.5002, -0.1203, 0.1763]}

(2)
{"formula": "C24H36BeN2Si", "method": "ωB97M-V with the def2-TZVPD basis set", "e_tot_ev": -36724.0620, "homo_lumo_gap_ev": [3.20, 3.20], "lumo_ev": [-0.508, -0.508], "spin_multiplicity": 1, "e_homo_ev": [-3.7, -3.7], "e_above_lowest_kcal_mol": 115.6, "mol_weight_da": 389.66, "elements": ["H", "H", "H", "H", "H", "H", "C", "H", "H", "H", "H", "H", "H", "C", "C", "C", "C", "H", "H", "C", "H", "H", "H", "H", "C", "C", "H", "C", "C", "H", "H", "C", "Si", "C", "H", "H", "C", "H", "C", "C", "C", "C", "H", "C", "H", "N", "H", "H", "H", "C", "C", "H", "C", "H", "N", "H", "C", "C", "C", "Be", "H", "H", "H", "H"], "coordinates": [[0.433, 2.884, 0.056], [-1.622, -0.309, 0.202], [-3.374, -0.577, -0.464], [0.852, -0.467, 0.898], [-1.224, -2.622, 2.326], [-1.313, 1.778, 3.873], [1.336, -1.054, 5.100], [1.992, -0.206, 5.342], [4.418, -0.353, -5.693], [-1.928, -1.237, 4.333], [-0.984, -0.840, 2.201], [0.494, -3.569, 1.025], [-0.683, -0.473, 6.748], [-1.099, 0.868, -5.283], [3.533, -0.371, -5.046], [-2.387, -0.155, -0.616], [-0.883, -1.571, 4.200], [-1.582, -0.482, -1.497], [-3.600, 3.046, -5.988], [-3.697, 1.578, -4.405], [0.058, 1.028, 6.118], [-1.626, 1.521, 1.216], [-2.436, 0.933, -0.661], [-0.719, -2.556, 4.695], [1.268, 3.014, 2.133], [-1.820, 1.851, -5.950], [1.090, 2.903, 4.356], [-0.774, 2.000, 1.724], [-3.011, 0.562, -3.733], [2.129, -3.401, 1.709], [-1.573, 0.533, 5.566], [3.206, 0.743, -4.271], [-0.468, -0.592, -3.055], [1.286, -0.403, -3.479], [-0.860, -2.077, -2.927], [2.406, -1.389, 1.173], [1.062, -3.301, 1.934], [-1.369, 2.270, -6.847], [0.344, 2.653, 1.112], [2.089, 0.738, -3.433], [-0.636, -1.757, 2.696], [1.654, -1.587, -4.146], [1.768, -1.614, 4.267], [1.528, -0.929, 1.658], [1.299, -1.716, 5.987], [0.024, -0.522, 4.724], [1.832, -0.146, 2.423], [-3.473, 0.003, -2.902], [-4.695, 1.872, -4.063], [-1.681, 0.275, -4.147], [-0.580, 2.070, 3.124], [0.802, -4.034, 2.711], [0.673, 2.684, 3.374], [1.024, -2.476, -4.080], [0.780, -1.950, 2.371], [-0.072, 0.583, -5.563], [-0.579, 0.174, 5.856], [2.761, -1.533, -4.978], [-3.080, 2.236, -5.482], [0.846, 1.240, 2.167], [3.810, 1.635, -4.323], [2.271, 3.441, 2.001], [1.776, 1.561, -2.795], [2.983, -2.409, -5.570]], "lowdin_charge": [0.1308, -0.0228, 0.0023, 0.0941, 0.1337, 0.1149, -0.0994, 0.0842, 0.0949, 0.1237, 0.0821, 0.0981, 0.0954, -0.1277, -0.1131, -0.1693, -0.1678, -0.1127, 0.0858, -0.1091, 0.0841, 0.1010, -0.0002, 0.1279, -0.1047, -0.1118, 0.1302, -0.0902, -0.1206, 0.0860, 0.0740, -0.1114, 0.6414, -0.4082, -0.0425, 0.1265, -0.0859, 0.0931, -0.0742, -0.1218, -0.1705, -0.1572, 0.0701, -0.0331, 0.0923, -0.2753, 0.0937, 0.0833, 0.0937, -0.3440, -0.0868, 0.0921, -0.0942, 0.0690, -0.2920, 0.0980, -0.1150, -0.1070, -0.1221, 0.3007, 0.0869, 0.1382, 0.0775, 0.0911]}

(3)
{"formula": "C26H22MoN6O3S", "method": "ωB97M-V with the def2-TZVPD basis set", "charge": 1, "e_tot_ev": -55087.5311, "homo_lumo_gap_ev": [6.68, 6.13], "lumo_ev": [-3.578, -3.487], "spin_multiplicity": 2, "e_homo_ev": [-10.3, -9.6], "e_above_lowest_kcal_mol": 2.5, "mol_weight_da": 594.51, "elements": ["H", "N", "C", "H", "H", "H", "H", "C", "H", "C", "N", "C", "H", "C", "Mo", "H", "H", "H", "C", "C", "C", "C", "C", "C", "C", "C", "H", "C", "C", "S", "C", "H", "H", "C", "C", "C", "H", "O", "H", "H", "H", "O", "N", "C", "H", "C", "N", "C", "H", "N", "H", "C", "O", "C", "C", "N", "H", "H", "C"], "coordinates": [[1.385, 3.669, -0.393], [-0.602, -0.346, -2.667], [-3.234, 4.377, 3.787], [-3.818, 0.398, -2.316], [3.348, -1.595, -2.085], [1.831, -2.978, 1.728], [-0.891, -7.123, -1.014], [3.253, 3.327, -1.414], [-3.893, 5.108, 4.235], [2.876, 0.660, -0.783], [0.625, -5.850, 0.466], [1.340, -5.017, 1.215], [2.000, -5.461, 1.949], [-1.562, 3.823, 2.135], [0.408, -0.892, 0.045], [4.755, 0.312, -1.773], [-0.931, 4.115, 1.307], [-2.415, 5.759, 2.356], [4.187, 2.378, -1.798], [-2.399, 4.741, 2.723], [-1.466, -0.132, 3.639], [2.123, 2.945, -0.710], [4.009, 1.036, -1.481], [-0.664, 1.495, 1.989], [-0.644, 0.168, 2.509], [-2.677, 0.653, -4.112], [-0.968, -3.447, -1.281], [-1.795, -0.221, -2.043], [-2.860, 0.293, -2.804], [-1.948, -0.720, -0.409], [1.263, -3.646, 1.095], [3.405, 4.368, -1.662], [5.071, 2.676, -2.344], [-0.200, -5.306, -0.424], [1.926, 1.609, -0.405], [-3.210, 3.087, 4.255], [0.616, -0.154, -4.303], [2.624, -0.652, -0.383], [-1.405, -1.136, 4.036], [-1.647, -5.788, -1.811], [-3.845, 2.785, 5.078], [0.453, -0.874, -2.016], [0.436, -3.098, 0.182], [-2.292, 0.796, 4.170], [4.453, -1.598, -0.669], [3.419, -1.679, -1.001], [-0.933, -6.136, -1.200], [-1.415, 0.508, -4.708], [3.002, -2.624, -0.670], [0.795, 1.111, 0.305], [-2.929, 0.532, 5.006], [-0.395, 0.003, -3.960], [0.120, -0.784, 2.049], [-1.518, 2.502, 2.605], [-0.297, -3.905, -0.565], [0.218, 1.952, 1.080], [-1.232, 0.786, -5.734], [-3.504, 1.053, -4.682], [-2.351, 2.138, 3.674]], "mulliken_spin": [-0.0003, -0.0021, 0.0013, -0.0010, 0.0000, -0.0020, 0.0000, -0.0032, 0.0002, 0.0089, 0.0101, -0.0083, -0.0005, -0.0043, 1.1059, 0.0001, -0.0033, 0.0001, 0.0098, -0.0025, 0.0102, 0.0074, -0.0043, 0.0023, -0.0757, 0.0123, -0.0060, 0.0241, -0.0155, -0.0455, 0.0343, 0.0001, 0.0005, -0.0009, 0.0024, -0.0064, 0.0005, 0.0009, -0.0010, 0.0001, -0.0007, -0.0149, -0.0407, -0.0252, 0.0019, 0.0047, -0.0014, -0.0133, -0.0075, 0.0571, -0.0008, 0.0121, -0.0189, 0.0129, 0.0274, -0.0464, -0.0007, 0.0008, 0.0050]}

(4)
{"formula": "C22H30N4O2", "method": "ωB97M-V with the def2-TZVPD basis set", "e_tot_ev": -33357.8080, "homo_lumo_gap_ev": 8.14, "smiles": "CCCN(CCC)CCNC(=O)c1cn(C)c(=O)c2c1c1ccccc1n2C", "lumo_ev": 0.513, "spin_multiplicity": 1, "e_homo_ev": -7.6, "e_above_lowest_kcal_mol": 32.0, "mol_weight_da": 382.51, "elements": ["C", "H", "H", "H", "C", "C", "H", "H", "H", "H", "N", "H", "H", "C", "H", "C", "C", "H", "H", "H", "C", "H", "H", "H", "H", "C", "O", "C", "C", "H", "C", "H", "H", "C", "H", "O", "H", "H", "H", "H", "N", "C", "H", "H", "C", "C", "H", "N", "N", "C", "C", "H", "C", "H", "C", "C", "C", "C"], "coordinates": [[-1.372, 2.145, 4.099], [3.252, 0.792, 0.506], [0.128, 1.698, 2.637], [6.488, 1.945, -3.471], [-3.562, 1.157, 3.810], [2.278, -1.078, -3.430], [2.047, -1.806, -2.650], [5.090, -0.522, -0.778], [3.708, -0.829, 1.072], [-0.727, 2.788, 4.679], [-2.010, -1.752, -1.101], [-5.343, -1.366, 1.087], [3.175, -1.419, -3.949], [1.111, -1.007, -4.408], [1.727, 0.593, -2.162], [-0.522, -0.362, 0.169], [4.209, 1.757, -1.872], [-3.204, -2.952, -2.267], [-5.755, 0.171, 1.884], [3.559, 2.206, -1.103], [-2.175, -2.596, -2.266], [1.631, -1.621, 0.033], [6.407, 0.350, -2.732], [-4.584, 1.021, 4.131], [-5.264, -1.231, 2.860], [5.674, 1.938, -1.474], [-4.186, -2.100, -0.538], [-5.102, -0.704, 1.917], [-0.884, 1.532, 2.968], [-1.985, -2.030, -3.179], [-1.600, -0.076, 1.051], [-3.039, 2.457, 5.411], [7.654, 1.498, -2.223], [4.030, -0.536, -1.041], [1.364, -0.378, -5.258], [1.026, 1.423, 0.536], [-0.038, -1.442, -1.610], [5.874, 1.452, -0.517], [3.803, -1.545, -1.392], [-1.495, -3.448, -2.221], [3.850, 0.373, -2.153], [2.559, 0.296, -2.820], [4.045, 2.315, -2.798], [0.233, -0.583, -3.926], [6.618, 1.398, -2.540], [-3.117, -1.553, -0.283], [0.860, -1.999, -4.780], [1.844, -0.647, 0.169], [-3.728, -0.304, 1.799], [3.235, -0.270, 0.256], [-1.739, 0.708, 2.236], [5.850, 3.007, -1.336], [0.832, 0.243, 0.321], [2.592, 1.018, -3.641], [-2.693, 1.958, 4.517], [-3.079, 0.532, 2.665], [-0.788, -1.197, -0.873], [-2.845, -0.678, 0.822]], "lowdin_charge": [-0.0882, 0.1108, 0.0988, 0.0723, -0.0144, -0.2505, 0.0819, 0.1083, 0.1235, 0.0991, -0.0449, 0.0782, 0.1158, -0.1124, 0.1156, -0.0570, -0.2166, 0.0874, 0.0988, 0.1169, -0.0113, 0.1393, 0.0633, 0.1046, 0.0984, -0.2450, 0.0310, -0.0067, -0.0069, 0.0931, -0.0280, 0.1006, 0.0674, -0.1712, 0.0735, 0.0670, 0.1112, 0.0951, 0.1106, 0.0990, -0.1704, -0.2099, 0.1193, 0.0599, -0.1085, -0.3489, 0.0706, 0.0740, -0.0297, -0.1402, -0.0812, 0.1080, -0.4568, 0.1223, -0.0880, -0.1609, -0.0155, -0.0529]}

(5)
{"formula": "C5H13NO", "method": "ωB97M-V with the def2-TZVPD basis set", "e_tot_ev": -8932.6156, "homo_lumo_gap_ev": 10.19, "smiles": "NCCCCCO", "lumo_ev": 0.936, "spin_multiplicity": 1, "e_homo_ev": -9.3, "e_above_lowest_kcal_mol": 32.2, "mol_weight_da": 103.16, "elements": ["H", "H", "H", "C", "H", "H", "N", "H", "C", "H", "H", "O", "C", "H", "H", "H", "H", "H", "C", "C"], "coordinates": [[1.596, -1.696, -0.058], [1.249, -0.438, 2.164], [3.185, 0.710, 1.504], [-0.725, 0.696, -0.997], [0.814, -0.444, -1.825], [0.030, -1.724, 0.751], [2.605, 0.488, 0.730], [-1.135, 1.030, -1.944], [-1.882, 0.619, -0.001], [3.015, -0.236, 0.145], [-1.941, -0.298, 0.589], [-3.108, 0.544, -0.808], [0.746, -1.077, 0.242], [-0.022, 1.427, -0.602], [-1.999, 1.506, 0.621], [-3.774, 0.014, -0.375], [0.660, 0.912, 1.233], [-0.627, -1.409, -1.458], [1.273, 0.019, 1.160], [0.041, -0.643, -1.070]], "lowdin_charge": [0.1022, 0.1073, 0.0474, -0.1866, 0.1042, 0.0989, 0.0017, 0.1131, -0.2261, 0.0584, 0.1121, -0.1030, -0.2031, 0.0939, 0.1095, 0.0637, 0.0876, 0.1080, -0.2902, -0.1989]}

(6)
{"formula": "C5H8O", "method": "ωB97M-V with the def2-TZVPD basis set", "e_tot_ev": -7357.4590, "homo_lumo_gap_ev": [10.41, 7.23], "lumo_ev": [0.800, 1.034], "spin_multiplicity": 1, "e_homo_ev": [-9.6, -6.2], "e_above_lowest_kcal_mol": 110.6, "mol_weight_da": 84.12, "elements": ["C", "H", "O", "H", "C", "H", "C", "H", "C", "H", "H", "C", "H", "H"], "coordinates": [[1.343, 1.035, -0.072], [-1.578, 2.078, -0.403], [-2.319, 0.279, 0.222], [1.495, 1.431, 0.941], [-0.490, -0.661, -0.733], [1.610, 1.840, -0.771], [-1.268, 1.260, 0.269], [2.049, 0.213, -0.219], [-1.833, -0.787, -0.413], [-2.521, -1.611, -0.551], [-1.203, 1.668, 1.285], [-0.051, 0.548, -0.228], [4.663, -5.890, 1.923], [0.103, -1.404, -1.250]], "lowdin_charge": [-0.0637, 0.1335, -0.0575, 0.0789, -0.0502, 0.0779, -0.1319, 0.0771, -0.1485, 0.1151, 0.1297, -0.2723, 0.0000, 0.1118]}